Density functional theory data (ωB97M-V/def2-TZVPD) for a cluster of 14 separate species, C19H66N8O14 in total at a distorted geometry.

Structure (XYZ):
```
107
C19H66N8O14 (ωB97M-V/def2-TZVPD)
C 4.49813 22.26933 12.56146
C 4.98631 20.89775 12.16517
O 3.93330 20.04296 11.97831
H 4.23573 22.17750 13.63350
H 3.64564 22.60917 12.05997
H 5.26201 23.04057 12.64320
H 5.62665 20.48084 12.93726
H 5.68888 20.84206 11.27108
H 4.14544 19.14516 12.16710
C 5.62427 11.72814 9.25613
C 5.51584 13.13887 8.76881
O 5.35967 14.06005 9.92276
H 5.95545 10.94903 8.58948
H 4.67048 11.31653 9.73931
H 6.42307 11.62518 10.09762
H 4.60986 13.25434 8.11192
H 6.33714 13.25649 8.09216
H 4.83985 14.81363 9.63569
C 6.29657 14.99734 19.81148
C 6.04381 15.88806 18.65443
O 6.15957 15.19019 17.46446
H 6.08783 15.40286 20.78632
H 7.27157 14.54421 19.86083
H 5.59734 14.16237 19.78952
H 6.77360 16.74542 18.60174
H 5.01197 16.21114 18.68877
H 6.88039 15.68519 16.95057
C 9.64566 14.60400 11.03763
C 8.47251 14.30399 10.24114
O 8.71789 13.92003 8.88909
H 10.29021 13.67299 10.94675
H 9.51102 14.86448 12.10720
H 10.30648 15.38757 10.65275
H 7.84805 15.18842 10.13338
H 7.85722 13.48386 10.65740
H 8.02253 13.30970 8.69580
C 7.54493 17.02941 12.56892
C 6.70101 15.71817 12.74814
O 6.34973 15.72936 14.18529
H 8.03772 16.95179 11.59758
H 8.31234 17.06541 13.34859
H 6.86697 17.93880 12.54696
H 7.26704 14.83080 12.42631
H 5.81462 15.69173 12.11771
H 5.70672 15.02737 14.30566
C 5.28957 12.82824 13.57722
O 6.46540 12.12481 13.11761
N 5.14385 13.11832 14.82062
N 4.31934 13.29174 12.71710
H 5.87612 12.85451 15.53181
H 4.34507 13.65196 15.18918
H 4.55059 13.17743 11.67923
H 3.39957 13.68697 12.94176
C 9.18943 16.04892 16.53093
O 9.88364 16.82871 17.40127
N 9.69221 14.90813 16.11431
N 8.05324 16.37305 16.07724
H 10.68447 14.80300 16.42294
H 9.39390 14.37531 15.23850
H 7.67572 17.35257 16.30243
H 7.78346 16.01556 15.19421
C 10.37112 17.15713 8.47658
O 9.18508 17.56954 9.09593
N 11.37460 18.00925 8.26238
N 10.53167 15.86302 8.19044
H 11.19025 19.01259 8.39320
H 12.28292 17.66074 7.84885
H 9.83297 15.16681 8.57090
H 11.55673 15.68149 8.22269
C 3.14143 15.85443 15.78571
O 1.82919 15.89112 15.41198
N 3.64820 14.80097 16.35029
N 4.01519 16.80491 15.60915
H 3.07469 14.07183 16.65880
H 4.55772 14.90176 16.80104
H 3.63176 17.63692 15.24277
H 5.06582 16.72850 15.76859
C 8.72244 20.87323 11.51461
O 9.32250 19.64787 11.31733
H 9.37168 21.58916 11.03134
H 8.64255 21.07509 12.61258
H 7.81293 20.82814 10.99264
H 9.99342 19.58891 11.97485
C 3.42103 16.86835 11.91122
O 4.30007 17.62932 12.72222
H 2.71019 17.44743 11.30573
H 2.93594 16.00380 12.42641
H 3.94627 16.37227 11.12362
H 4.92877 16.97576 13.11224
C 9.11352 12.19773 14.92667
O 8.79149 13.36786 14.07913
H 9.93068 12.38834 15.62611
H 9.42271 11.31800 14.28250
H 8.25395 11.89193 15.48226
H 8.09774 13.04169 13.45187
C 7.08147 19.81530 15.26573
O 6.32805 18.85156 15.95709
H 7.10395 19.67639 14.15608
H 8.05450 19.99151 15.69361
H 6.72404 20.77503 15.51396
H 5.44882 19.17798 15.92361
C 5.71168 18.25232 9.58091
O 6.79513 18.79109 8.88479
H 5.86196 18.74300 10.54662
H 5.71465 17.12695 9.62269
H 4.79359 18.55096 9.12111
H 7.54049 18.27561 9.09031
```

As for the total energy: -61354.5561 eV. As for the relative energy (zero: lowest compared OMol25 entry of this formula, charge and spin): 81.7 kJ/mol. Its orbital gap is 0.34242 Eh.

These are the Löwdin partial charges, in e, on atoms 1 to 99:
1. C -0.063
2. C -0.364
3. O -0.064
4. H 0.079
5. H 0.054
6. H 0.073
7. H 0.077
8. H 0.107
9. H -0.014
10. C -0.106
11. C -0.271
12. O -0.106
13. H 0.065
14. H 0.100
15. H 0.101
16. H 0.133
17. H 0.084
18. H 0.064
19. C -0.083
20. C -0.338
21. O -0.153
22. H 0.073
23. H 0.077
24. H 0.076
25. H 0.140
26. H 0.107
27. H 0.037
28. C -0.090
29. C -0.344
30. O -0.081
31. H 0.114
32. H 0.077
33. H 0.067
34. H 0.097
35. H 0.112
36. H 0.047
37. C -0.031
38. C -0.222
39. O -0.129
40. H 0.057
41. H 0.079
42. H 0.080
43. H 0.078
44. H 0.079
45. H 0.036
46. C -0.515
47. O -0.168
48. N 0.159
49. N 0.166
50. H 0.164
51. H 0.070
52. H 0.109
53. H 0.116
54. C -0.657
55. O -0.115
56. N 0.166
57. N 0.145
58. H 0.140
59. H 0.073
60. H 0.148
61. H 0.061
62. C -0.547
63. O -0.132
64. N 0.145
65. N 0.147
66. H 0.129
67. H 0.138
68. H 0.076
69. H 0.125
70. C -0.628
71. O -0.109
72. N 0.134
73. N 0.185
74. H 0.117
75. H 0.068
76. H 0.102
77. H 0.122
78. C -0.162
79. O -0.111
80. H 0.077
81. H 0.094
82. H 0.044
83. H 0.064
84. C -0.116
85. O -0.146
86. H 0.108
87. H 0.088
88. H 0.034
89. H 0.058
90. C -0.102
91. O -0.207
92. H 0.071
93. H 0.104
94. H 0.057
95. H 0.043
96. C -0.144
97. O -0.112
98. H 0.070
99. H 0.088

Density functional theory data (ωB97M-V/def2-TZVPD) for a structure of composition C19H70AlClO14P at a distorted geometry.

Structure (XYZ):
```
106
C19H70AlClO14P (ωB97M-V/def2-TZVPD)
C 3.30348 0.68652 -1.80754
C 4.15100 -0.61247 -1.73198
C 3.26494 -1.87398 -1.76600
Cl 2.42800 -2.15276 -0.16651
Al 2.02706 -1.90261 -3.39933
P -0.09564 -1.00643 -3.04226
C -0.19734 0.82763 -3.43209
C -0.78465 -1.37055 -1.34401
H 3.82520 1.46905 -1.23786
H 2.31295 0.50948 -1.37871
H 3.24459 1.00248 -2.85226
H 4.80642 -0.63875 -0.84571
H 4.81641 -0.65028 -2.60622
H 3.96738 -2.71228 -1.88742
H 1.96718 -3.39907 -3.93393
H 2.75094 -1.02017 -4.55938
H 0.75569 1.19790 -3.81828
H -0.50985 1.36173 -2.52786
H -0.99900 0.96721 -4.16052
H -0.15746 -1.07186 -0.49623
H -1.72488 -0.80150 -1.24678
H -1.07962 -2.42208 -1.29736
C 0.16249 -4.96193 -6.71682
O 0.35124 -4.62958 -5.35761
H 0.31464 -6.03561 -6.82822
H -0.85159 -4.71170 -7.04622
H 0.88760 -4.43637 -7.34880
H 0.21842 -3.67312 -5.26393
C -1.67391 4.53146 -2.47640
O -1.48689 3.65048 -3.57719
H -1.53055 3.95644 -1.56370
H -0.94264 5.34536 -2.50469
H -2.68596 4.94952 -2.48296
H -1.61096 4.15637 -4.38454
C -0.93731 -0.63154 -6.64538
O -1.06618 -2.04622 -6.51292
H 0.03340 -0.33444 -6.25554
H -1.00467 -0.35040 -7.70137
H -1.71968 -0.12589 -6.07600
H -1.92874 -2.28921 -6.85924
C -1.32242 1.73990 1.21812
O -0.79646 1.93755 -0.09030
H -2.20246 2.37107 1.33974
H -1.61001 0.69194 1.35016
H -0.56847 2.01453 1.95844
H -0.02724 1.36407 -0.17048
C 2.24258 -1.91673 -9.13009
O 0.85034 -2.19296 -9.22163
H 2.57761 -1.54550 -10.09737
H 2.43555 -1.15694 -8.36848
H 2.80030 -2.82446 -8.88334
H 0.56582 -2.51553 -8.35691
C 0.27606 1.58151 5.06494
O 0.80746 1.77496 3.75497
H -0.60276 2.20982 5.17514
H -0.00829 0.53932 5.20283
H 1.01754 1.86530 5.81715
H 1.58498 1.21245 3.66924
C 5.03798 -4.53857 -4.71651
O 5.15698 -3.13313 -4.54238
H 3.97904 -4.78586 -4.68158
H 5.44812 -4.84404 -5.68511
H 5.55764 -5.07295 -3.91456
H 6.09086 -2.90899 -4.57197
C -2.97993 1.54801 6.90380
O -1.89246 0.62613 6.85079
H -2.61620 2.52890 6.60208
H -3.76924 1.22963 6.22660
H -3.36960 1.60656 7.92393
H -2.23083 -0.23064 7.12385
C -5.31458 -1.57432 7.04290
O -5.55303 -0.23767 6.60819
H -4.27162 -1.81678 6.84760
H -5.51124 -1.65991 8.11197
H -5.95035 -2.27243 6.49248
H -6.47728 -0.04310 6.78856
C 5.61030 2.48722 -4.56352
O 6.70654 1.57933 -4.61961
H 5.97142 3.47573 -4.84119
H 4.82985 2.17945 -5.26364
H 5.20292 2.52407 -3.55041
H 6.36823 0.71293 -4.37323
C 3.73236 -0.94928 3.09463
O 3.69206 0.46117 3.32130
H 2.70777 -1.30773 3.04121
H 4.23200 -1.17639 2.15219
H 4.24529 -1.45269 3.92042
H 4.59812 0.77614 3.36004
C -4.86154 1.50521 3.28632
O -6.25894 1.22885 3.23294
H -4.54529 1.87735 2.31525
H -4.65867 2.26258 4.04825
H -4.31238 0.58939 3.51754
H -6.51172 0.89712 4.09887
C 1.61476 5.16107 5.69998
O 0.68933 4.81104 6.72783
H 1.34647 4.61175 4.80051
H 1.56408 6.23449 5.49680
H 2.63047 4.88745 5.99770
H 0.93470 5.29897 7.51784
C -8.03481 -1.83618 10.27233
O -7.14000 -0.87358 9.72152
H -7.59610 -2.82116 10.13214
H -8.17907 -1.65950 11.34101
H -9.00089 -1.80088 9.76242
H -7.53319 -0.00590 9.84961
```

As for the total energy: -77905.8718 eV. Its orbital gap is 0.16430 Eh. The net charge is -1.

These are the Löwdin partial charges, in e, on atoms 1 to 99:
1. C -0.143
2. C -0.370
3. C -0.781
4. Cl 0.493
5. Al 0.086
6. P 0.704
7. C -0.381
8. C -0.419
9. H 0.063
10. H 0.042
11. H 0.039
12. H 0.081
13. H 0.077
14. H 0.026
15. H -0.086
16. H -0.084
17. H 0.013
18. H -0.002
19. H -0.015
20. H -0.033
21. H 0.013
22. H 0.014
23. C -0.181
24. O -0.172
25. H 0.072
26. H 0.066
27. H 0.062
28. H 0.011
29. C -0.153
30. O -0.128
31. H 0.062
32. H 0.073
33. H 0.071
34. H 0.070
35. C -0.158
36. O -0.155
37. H 0.071
38. H 0.073
39. H 0.068
40. H 0.080
41. C -0.143
42. O -0.143
43. H 0.066
44. H 0.079
45. H 0.056
46. H 0.061
47. C -0.157
48. O -0.141
49. H 0.070
50. H 0.078
51. H 0.073
52. H 0.034
53. C -0.148
54. O -0.142
55. H 0.066
56. H 0.068
57. H 0.078
58. H 0.043
59. C -0.164
60. O -0.155
61. H 0.063
62. H 0.070
63. H 0.073
64. H 0.067
65. C -0.146
66. O -0.132
67. H 0.077
68. H 0.042
69. H 0.078
70. H 0.065
71. C -0.137
72. O -0.137
73. H 0.076
74. H 0.057
75. H 0.081
76. H 0.073
77. C -0.159
78. O -0.133
79. H 0.072
80. H 0.080
81. H 0.066
82. H 0.062
83. C -0.155
84. O -0.134
85. H 0.072
86. H 0.054
87. H 0.073
88. H 0.073
89. C -0.156
90. O -0.128
91. H 0.070
92. H 0.072
93. H 0.080
94. H 0.051
95. C -0.154
96. O -0.135
97. H 0.074
98. H 0.073
99. H 0.076

Density functional theory data (ωB97M-V/def2-TZVPD) for a structure of composition C19H7CsF5N4O12.

Structure (XYZ):
```
48
C19H7CsF5N4O12 (ωB97M-V/def2-TZVPD)
Cs 0.20120 0.39960 -1.64054
O -3.46615 3.25282 0.04963
C -2.45567 3.02257 -0.80743
O -2.50767 2.18532 -1.66526
C -1.30667 3.96745 -0.60212
C -1.29513 4.88846 0.43982
C -0.13690 5.60314 0.66226
C 0.95629 5.38315 -0.16640
C 0.81950 4.47731 -1.20705
N -0.29177 3.78563 -1.42577
C 1.95579 4.10265 -2.12165
O 2.95959 5.00088 -2.23794
O 1.98577 3.06999 -2.72241
H -4.12308 2.56194 -0.11402
H -2.14940 4.97971 1.09183
H -0.06215 6.28304 1.49940
H 1.90060 5.87158 0.04315
H 2.71606 5.82267 -1.79650
O 1.40955 -7.66745 0.15649
N 2.05884 -6.63744 0.04694
O 3.18700 -6.49909 0.49640
C 1.47950 -5.54484 -0.68706
C 0.20048 -5.67674 -1.23334
C -0.31457 -4.63639 -1.94130
C 0.32592 -3.35966 -2.16269
O -0.23140 -2.40716 -2.72862
C 1.65063 -3.35358 -1.59005
C 2.19750 -4.36955 -0.85338
N 2.47031 -2.15066 -1.76003
O 2.78360 -1.82148 -2.88496
O 2.81341 -1.55563 -0.74804
N -1.64739 -4.79702 -2.53542
O -2.59133 -4.93177 -1.78086
O -1.71358 -4.83807 -3.74611
H -0.35741 -6.59058 -1.09036
H 3.17965 -4.26286 -0.41573
F -1.29747 -0.71193 5.61752
C -1.17741 -0.10406 4.42150
C -1.00157 1.26724 4.34213
F -0.95096 1.98965 5.47418
C -0.87692 1.88907 3.12043
F -0.70949 3.23286 3.10384
C -0.91384 1.20195 1.87754
O -0.79889 1.80544 0.75936
C -1.09500 -0.19349 2.02514
F -1.15582 -0.95105 0.90155
C -1.22563 -0.82794 3.24470
F -1.39794 -2.15569 3.29120
```

As for the total energy: -64477.7266 eV. As for the relative energy (zero: lowest compared OMol25 entry of this formula, charge and spin): 0.0 kJ/mol. Its orbital gap is 0.25262 Eh. The net charge is -1.

The computed Löwdin charges, all in e, follow:
1. Cs 1.180
2. O 0.116
3. C -0.501
4. O 0.060
5. C -0.200
6. C 0.016
7. C -0.028
8. C 0.002
9. C -0.184
10. N 0.188
11. C -0.458
12. O 0.119
13. O 0.092
14. H 0.135
15. H 0.124
16. H 0.115
17. H 0.114
18. H 0.092
19. O 0.046
20. N -0.372
21. O 0.046
22. C -0.161
23. C 0.073
24. C -0.074
25. C -0.353
26. O -0.099
27. C -0.079
28. C 0.070
29. N -0.388
30. O 0.087
31. O 0.033
32. N -0.360
33. O 0.086
34. O 0.096
35. H 0.136
36. H 0.136
37. F 0.084
38. C -0.166
39. C -0.163
40. F 0.093
41. C -0.135
42. F 0.072
43. C -0.334
44. O -0.190
45. C -0.141
46. F 0.026
47. C -0.160
48. F 0.107

Density functional theory data (ωB97M-V/def2-TZVPD) for a structure of composition C19H8BrCl6F3NO6Rh at a distorted geometry.

Structure (XYZ):
```
45
C19H8BrCl6F3NO6Rh (ωB97M-V/def2-TZVPD)
Rh 0.05861 1.62731 -0.08394
O 0.81497 4.64619 -0.50790
Cl -0.28226 4.05272 -1.17304
O -0.98700 4.94734 -1.99263
O 0.16754 2.83803 -1.91322
O -1.19628 3.43522 -0.17665
Cl 2.82808 1.38172 -2.00816
C 3.01298 1.91549 -0.37908
C 1.90597 2.09332 0.44220
C 2.12645 2.51379 1.74809
Cl 0.72246 2.74404 2.71693
C 3.39460 2.76315 2.25439
Cl 3.59912 3.28676 3.87505
C 4.49297 2.58223 1.41689
Cl 6.07798 2.87332 2.01369
C 4.30137 2.16596 0.10375
Cl 5.66338 1.94931 -0.92410
F -6.02441 -0.97386 -2.91614
C -5.00142 -1.70966 -2.44909
F -5.46556 -2.42368 -1.40686
F -4.64647 -2.57495 -3.40939
C -3.85257 -0.83140 -2.02387
C -4.08546 0.19017 -1.11540
C -3.01421 0.96760 -0.71970
N -1.77429 0.76891 -1.17272
C -1.56134 -0.20902 -2.04884
C -2.57470 -1.03314 -2.51143
H -5.07425 0.37756 -0.72109
H -3.14313 1.78937 -0.02749
H -0.54102 -0.33046 -2.39067
H -2.36194 -1.81023 -3.23035
Br 1.75092 -6.28622 2.67479
C 1.30957 -4.55274 2.06784
C 2.13225 -3.93163 1.13959
C 1.80552 -2.66297 0.69505
C 0.67108 -2.02823 1.18953
C -0.14239 -2.65847 2.12574
C 0.17252 -3.93152 2.56514
C 0.33576 -0.67327 0.72996
O -0.49509 0.07162 1.31527
O 0.90269 -0.18465 -0.30758
H 3.01419 -4.43593 0.77174
H 2.42838 -2.15708 -0.03046
H -1.01418 -2.14381 2.50690
H -0.45139 -4.43820 3.28725
```

As for the total energy: -189938.7110 eV. As for the relative energy (zero: lowest compared OMol25 entry of this formula, charge and spin): 109.3 kJ/mol. Its orbital gap is 0.28100 Eh.

The computed Löwdin charges, all in e, follow:
1. Rh 1.170
2. O -0.262
3. Cl 0.710
4. O -0.231
5. O -0.411
6. O -0.409
7. Cl 0.729
8. C -0.669
9. C -0.324
10. C -0.685
11. Cl 0.729
12. C -0.705
13. Cl 0.699
14. C -0.703
15. Cl 0.690
16. C -0.697
17. Cl 0.689
18. F 0.153
19. C -0.583
20. F 0.152
21. F 0.147
22. C -0.096
23. C 0.030
24. C -0.080
25. N -0.001
26. C -0.084
27. C 0.036
28. H 0.133
29. H 0.118
30. H 0.122
31. H 0.127
32. Br 0.762
33. C -0.680
34. C -0.106
35. C 0.005
36. C -0.132
37. C 0.002
38. C -0.108
39. C -0.540
40. O -0.034
41. O -0.125
42. H 0.106
43. H 0.127
44. H 0.126
45. H 0.105